1.
# C31H54ClNO10

A cluster of 6 separate species, C31H54ClNO10 in total (the ωB97M-V functional and the def2-TZVPD basis, the OMol25 dataset).

Each line ends with the Löwdin charge.
Positions of all 97 atoms, in Å:
C  4.146  -2.417  1.701  -0.109
C  2.624  -2.278  1.748  -0.233
C  2.057  -1.306  0.705  -0.177
N  1.263  -0.206  1.285  0.038
C  1.520  1.094  0.894  -0.147
C  0.619  1.928  0.342  -0.097
C  -0.758  1.531  -0.111  -0.119
C  -1.911  1.980  0.810  -0.173
C  -1.597  1.959  2.288  -0.247
O  -1.209  0.628  2.642  -0.070
C  0.978  3.346  0.105  -0.356
O  0.195  4.119  -0.397  0.093
C  2.346  3.827  0.493  -0.488
Cl  2.682  5.486  0.231  0.791
C  3.254  3.007  1.011  -0.258
O  4.479  3.403  1.401  -0.048
C  5.492  3.410  0.380  -0.120
C  6.196  2.067  0.258  -0.198
O  7.556  2.336  -0.007  -0.150
C  8.338  1.166  -0.207  -0.272
C  9.594  1.215  0.640  -0.074
C  2.906  1.567  1.241  -0.211
O  3.737  0.815  1.691  0.138
H  4.464  -3.345  2.180  0.061
H  4.629  -1.589  2.218  0.059
H  4.510  -2.449  0.672  0.074
H  2.325  -1.908  2.732  0.106
H  2.168  -3.263  1.631  0.076
H  1.410  -1.842  0.005  0.120
H  2.873  -0.877  0.124  0.110
H  0.268  -0.386  1.268  0.101
H  -0.918  2.028  -1.069  0.117
H  -0.807  0.456  -0.289  0.117
H  -2.203  2.994  0.531  0.115
H  -2.778  1.346  0.625  0.104
H  -2.489  2.243  2.856  0.114
H  -0.809  2.678  2.539  0.119
H  -0.553  0.654  3.341  0.087
H  6.216  4.165  0.680  0.136
H  5.034  3.726  -0.559  0.124
H  5.767  1.468  -0.556  0.132
H  6.071  1.516  1.196  0.125
H  7.755  0.278  0.058  0.109
H  8.589  1.074  -1.268  0.122
H  9.355  1.051  1.692  0.075
H  10.265  0.419  0.311  0.056
H  10.101  2.176  0.551  0.076
C  11.410  -3.880  0.204  -0.025
C  10.442  -2.724  0.266  -0.501
O  10.321  -1.946  -0.650  0.064
C  9.629  -2.591  1.532  -0.017
H  11.934  -3.872  -0.748  0.081
H  12.131  -3.808  1.021  0.085
H  10.874  -4.823  0.322  0.085
H  10.291  -2.476  2.393  0.088
H  9.034  -3.492  1.692  0.086
H  8.971  -1.728  1.461  0.067
C  -6.248  2.511  -2.006  -0.021
C  -4.990  1.675  -1.989  -0.491
O  -3.925  2.137  -1.648  0.061
C  -5.149  0.237  -2.408  -0.024
H  -6.024  3.523  -1.678  0.079
H  -6.665  2.532  -3.015  0.084
H  -7.000  2.058  -1.359  0.078
H  -5.545  0.189  -3.423  0.087
H  -5.871  -0.258  -1.759  0.065
H  -4.189  -0.273  -2.364  0.080
C  3.188  -7.905  2.729  -0.026
C  2.568  -6.566  2.406  -0.504
O  2.783  -6.003  1.359  0.067
C  1.668  -5.968  3.461  -0.021
H  3.812  -8.232  1.901  0.081
H  3.790  -7.829  3.636  0.084
H  2.406  -8.644  2.915  0.084
H  2.223  -5.831  4.391  0.087
H  0.837  -6.644  3.671  0.085
H  1.284  -5.010  3.121  0.070
C  -10.601  0.039  -2.146  -0.023
C  -9.414  -0.887  -2.153  -0.490
O  -8.308  -0.505  -1.842  0.057
C  -9.661  -2.316  -2.572  -0.024
H  -10.307  1.035  -1.827  0.061
H  -11.040  0.096  -3.144  0.085
H  -11.370  -0.346  -1.473  0.091
H  -10.072  -2.343  -3.583  0.084
H  -10.395  -2.777  -1.908  0.085
H  -8.733  -2.880  -2.539  0.080
C  -11.928  5.462  -2.398  -0.023
C  -11.847  4.039  -2.895  -0.497
O  -11.587  3.121  -2.154  0.064
C  -12.107  3.824  -4.367  -0.021
H  -11.723  5.492  -1.331  0.082
H  -11.207  6.085  -2.929  0.086
H  -12.921  5.870  -2.594  0.085
H  -11.391  4.395  -4.960  0.086
H  -13.106  4.179  -4.626  0.086
H  -12.021  2.767  -4.607  0.076

Forces on atoms 1 to 3 (eV/Å):
C -0.01 -0.15 0.10
C 0.00 0.01 0.16
C 0.02 0.00 0.09

Output
M (g mol⁻¹): 636.2
F_max (eV/Å): 0.480
SMILES: CCCNC1=C(CCCO)C(=O)C(Cl)=C(OCCOCC)C1=O.CC(C)=O.CC(C)=O.CC(C)=O.CC(C)=O.CC(C)=O
HOMO level (eV): -8.3

---

2.
# C31H55As3ClN2O11SSeTi

A structure of composition C31H55As3ClN2O11SSeTi (the ωB97M-V functional and the def2-TZVPD basis, the OMol25 dataset).

Each line ends with the Löwdin charge.
Positions of all 106 atoms, in Å:
Ti  -0.577  -0.089  0.667  1.075
Cl  6.711  -1.571  -0.391  0.621
C  5.004  -1.199  -0.387  -0.673
C  4.226  -1.519  -1.500  -0.091
C  2.877  -1.244  -1.506  -0.005
C  2.250  -0.651  -0.392  -0.320
O  0.961  -0.462  -0.415  -0.223
C  3.066  -0.288  0.700  -0.131
C  2.530  0.515  1.794  -0.185
O  1.396  0.928  1.849  -0.013
C  4.434  -0.575  0.695  -0.071
H  4.692  -1.984  -2.359  0.105
H  2.263  -1.474  -2.366  0.052
H  3.251  0.789  2.585  0.141
H  5.040  -0.291  1.548  0.115
C  0.175  -3.988  -4.765  -0.336
As  0.039  -2.657  -3.316  1.145
C  0.730  -3.836  -1.911  -0.315
C  -1.866  -2.927  -2.872  -0.352
C  -2.921  -2.058  -3.589  -0.646
C  -2.604  -1.886  -5.073  -0.081
C  -3.042  -0.699  -2.890  -0.336
As  -1.462  0.392  -2.393  1.178
C  -0.808  0.960  -4.156  -0.314
C  -2.509  2.012  -2.062  -0.285
C  -4.258  -2.820  -3.406  -0.383
As  -6.037  -2.351  -4.153  1.112
C  -5.790  -2.861  -6.038  -0.363
C  -6.067  -0.408  -4.439  -0.361
H  -0.350  -4.907  -4.498  0.019
H  1.227  -4.217  -4.938  0.010
H  -0.245  -3.588  -5.686  0.000
H  0.131  -4.745  -1.833  0.031
H  0.702  -3.302  -0.962  -0.010
H  1.761  -4.101  -2.147  0.021
H  -1.937  -2.766  -1.793  0.053
H  -2.062  -3.989  -3.056  0.072
H  -1.615  -1.448  -5.219  0.043
H  -3.325  -1.217  -5.545  0.061
H  -2.638  -2.846  -5.596  0.083
H  -3.527  -0.866  -1.923  0.043
H  -3.692  -0.040  -3.464  0.044
H  -1.640  1.175  -4.830  0.023
H  -0.164  0.196  -4.589  -0.015
H  -0.220  1.860  -3.986  -0.004
H  -3.202  2.200  -2.884  0.026
H  -1.803  2.837  -1.974  0.020
H  -3.047  1.920  -1.120  0.012
H  -4.438  -2.921  -2.332  0.054
H  -4.139  -3.844  -3.781  0.059
H  -5.496  -3.910  -6.090  0.012
H  -5.044  -2.256  -6.548  0.004
H  -6.747  -2.751  -6.548  0.006
H  -6.034  0.117  -3.486  0.010
H  -7.018  -0.181  -4.924  0.010
H  -5.255  -0.057  -5.075  0.009
O  -1.091  0.605  2.519  -0.478
Se  -1.382  2.189  2.026  0.863
O  -0.477  3.304  2.730  -0.419
O  -0.777  1.839  0.455  -0.536
O  -2.954  2.504  1.968  -0.424
C  3.474  3.500  -1.246  -0.257
S  1.824  2.851  -0.922  0.821
C  1.190  4.334  -0.140  -0.243
O  1.166  2.762  -2.260  -0.541
H  3.390  4.373  -1.893  0.050
H  4.036  2.713  -1.747  0.045
H  3.958  3.756  -0.303  0.052
H  1.645  4.444  0.844  0.063
H  0.123  4.182  -0.010  0.036
H  1.390  5.191  -0.783  0.055
C  2.843  -3.864  2.712  -0.062
C  2.093  -3.754  4.035  -0.165
C  0.622  -3.310  3.885  -0.305
C  -0.032  -3.187  5.270  -0.174
C  -1.473  -2.693  5.205  -0.067
C  -0.090  -4.393  3.104  -0.426
O  -0.260  -5.516  3.531  0.094
N  -0.511  -4.043  1.849  0.236
C  -0.404  -2.777  1.288  -0.530
O  -0.793  -2.606  0.133  -0.029
N  0.081  -1.733  1.987  0.126
C  0.630  -1.914  3.236  -0.426
O  1.166  -1.024  3.860  0.103
H  3.875  -4.175  2.880  0.076
H  2.869  -2.907  2.186  0.067
H  2.385  -4.601  2.048  0.079
H  2.574  -3.015  4.677  0.120
H  2.095  -4.713  4.557  0.120
H  0.576  -2.491  5.848  0.119
H  0.017  -4.168  5.748  0.118
H  -1.533  -1.714  4.725  0.078
H  -1.893  -2.598  6.206  0.075
H  -2.107  -3.387  4.647  0.077
H  -0.940  -4.750  1.269  0.169
C  -4.662  -0.096  0.462  -0.041
C  -3.529  -1.063  0.771  -0.475
C  -3.535  -1.454  2.241  -0.034
O  -2.306  -0.459  0.409  -0.335
H  -5.623  -0.550  0.716  0.083
H  -4.675  0.170  -0.596  0.058
H  -4.523  0.817  1.042  0.072
H  -3.633  -1.970  0.158  0.128
H  -3.407  -0.567  2.862  0.086
H  -2.727  -2.149  2.469  0.056
H  -4.481  -1.938  2.490  0.086

Forces on atoms 1 to 3 (eV/Å):
Ti 0.06 0.44 0.93
Cl 0.00 0.00 0.00
C 0.00 0.00 0.01

Output
Relative energy (zero: lowest compared OMol25 entry of this formula, charge and spin) (kcal/mol): 13.03
M (g mol⁻¹): 1050.9
F_max (eV/Å): 1.030
Net charge: -1
HOMO level (eV): -5.7

---

3.
# C31H55N4OP2Pd

A structure of composition C31H55N4OP2Pd (the ωB97M-V functional and the def2-TZVPD basis, the OMol25 dataset).

Each line ends with the Löwdin charge.
Positions of all 94 atoms, in Å:
Pd  -0.114  -0.463  -0.222  0.460
C  4.812  -1.502  0.735  -0.106
C  3.644  -0.962  -0.091  -0.536
C  3.486  -1.735  -1.403  -0.114
P  2.010  -0.871  0.782  1.013
C  2.024  -2.203  2.061  -0.537
C  1.846  -3.559  1.378  -0.111
C  0.927  -1.982  3.099  -0.111
C  2.077  0.701  1.718  -0.280
C  3.244  1.369  2.055  -0.030
C  3.228  2.645  2.617  -0.249
C  4.503  3.351  2.977  -0.037
C  1.992  3.261  2.815  -0.018
C  0.812  2.614  2.518  -0.005
C  0.831  1.310  1.995  -0.296
N  -0.304  0.612  1.633  0.010
C  -1.506  0.719  2.274  -0.276
C  -1.636  1.246  3.576  -0.001
C  -2.872  1.344  4.175  -0.017
C  -4.027  0.923  3.518  -0.245
C  -5.373  1.026  4.173  -0.035
C  -3.888  0.343  2.256  -0.045
C  -2.662  0.200  1.630  -0.251
P  -2.433  -0.673  0.031  1.010
C  -2.827  -2.446  0.421  -0.534
C  -4.063  -2.779  1.252  -0.097
C  -2.778  -3.266  -0.871  -0.118
C  -3.699  0.052  -1.122  -0.516
C  -5.116  -0.522  -1.122  -0.101
C  -3.142  0.033  -2.549  -0.135
H  5.738  -1.403  0.167  0.087
H  4.683  -2.561  0.961  0.076
H  4.943  -0.976  1.681  0.064
H  3.855  0.081  -0.346  0.089
H  3.250  -2.785  -1.220  0.068
H  4.417  -1.699  -1.972  0.084
H  2.684  -1.316  -2.012  0.045
H  2.996  -2.164  2.562  0.105
H  0.892  -3.590  0.845  0.068
H  1.843  -4.356  2.123  0.086
H  2.638  -3.777  0.662  0.056
H  -0.059  -1.982  2.627  0.057
H  1.048  -1.040  3.634  0.073
H  0.952  -2.791  3.831  0.087
H  4.205  0.906  1.862  0.096
H  5.376  2.789  2.652  0.079
H  4.574  3.491  4.057  0.091
H  4.543  4.341  2.520  0.088
H  1.958  4.274  3.199  0.124
H  -0.131  3.131  2.631  0.122
H  -0.753  1.544  4.122  0.114
H  -2.946  1.748  5.178  0.123
H  -5.431  1.899  4.821  0.084
H  -5.567  0.145  4.789  0.093
H  -6.169  1.092  3.433  0.083
H  -4.781  -0.022  1.770  0.099
H  -1.945  -2.718  1.015  0.084
H  -4.989  -2.553  0.727  0.067
H  -4.067  -2.255  2.207  0.065
H  -4.065  -3.850  1.468  0.086
H  -3.639  -3.058  -1.509  0.063
H  -2.796  -4.331  -0.636  0.084
H  -1.869  -3.060  -1.442  0.060
H  -3.736  1.094  -0.788  0.104
H  -5.126  -1.547  -1.492  0.068
H  -5.738  0.070  -1.796  0.086
H  -5.595  -0.510  -0.146  0.057
H  -3.035  -0.990  -2.917  0.076
H  -2.166  0.515  -2.601  0.020
H  -3.827  0.552  -3.223  0.086
O  -1.062  2.533  -1.229  -0.079
H  -0.693  1.758  -1.686  -0.038
H  -1.818  2.803  -1.760  0.040
C  2.161  2.909  -3.833  -0.042
N  1.875  1.777  -2.963  -0.145
C  2.076  2.059  -1.554  -0.064
C  1.091  0.738  -3.365  -0.445
N  0.295  0.121  -2.536  0.053
N  1.173  0.415  -4.706  -0.167
C  0.152  -0.441  -5.275  -0.062
C  2.483  0.252  -5.331  -0.050
H  1.725  3.812  -3.398  0.095
H  1.729  2.759  -4.817  0.088
H  3.237  3.064  -3.935  0.093
H  3.113  2.363  -1.393  0.099
H  1.868  1.169  -0.971  0.020
H  1.414  2.858  -1.208  0.087
H  -0.097  -0.698  -2.984  0.032
H  0.288  -1.498  -5.008  0.095
H  0.201  -0.363  -6.360  0.096
H  -0.838  -0.115  -4.959  0.086
H  3.257  0.701  -4.718  0.082
H  2.499  0.717  -6.317  0.094
H  2.714  -0.812  -5.446  0.093

Forces on atoms 1 to 3 (eV/Å):
Pd 0.17 0.04 -0.03
C -0.01 -0.01 0.00
C 0.00 0.01 0.03

Output
Relative energy (zero: lowest compared OMol25 entry of this formula, charge and spin) (kcal/mol): 7.12
M (g mol⁻¹): 668.2
F_max (eV/Å): 0.181
2S+1: 3
Net charge: +1
HOMO level (alpha / beta) (eV): -9.5 / -10.5